No. 1
Density functional theory data (ωB97M-V/def2-TZVPD) for a structure of composition C45H53N4O2SeV at a distorted geometry.

Results
LUMO level = -7.92 eV
Spin multiplicity = 1
Charge = +2
Energy above the lowest of the compared OMol25 structures with the same formula, charge and spin = 0.0 kcal per mole
E_HOMO = -13.820 eV

Geometry (Å):
1 V 1.46872 1.08377 0.84808
2 C 6.06495 -1.81194 -0.00426
3 C 6.38196 -0.72912 0.80934
4 C 5.47102 0.29676 0.98782
5 C 4.23710 0.21302 0.34592
6 C 3.90580 -0.86674 -0.46575
7 C 4.83399 -1.88021 -0.64341
8 N 3.27698 1.23266 0.52544
9 C 3.59244 2.59119 0.29178
10 C 4.62283 3.03294 -0.53029
11 C 4.77948 4.39692 -0.72251
12 C 3.93038 5.31991 -0.10861
13 C 2.90567 4.89011 0.72402
14 C 2.75641 3.53018 0.90484
15 N 1.81502 2.89823 1.77871
16 N 1.42033 3.49788 2.77693
17 C 0.65642 2.65127 3.62455
18 C -0.07545 3.22923 4.64300
19 C -0.78449 2.36347 5.47202
20 C -0.68823 1.00193 5.24646
21 C 0.10497 0.53182 4.19611
22 N 0.76789 1.34555 3.39105
23 H 6.78563 -2.60340 -0.14289
24 H 7.33961 -0.68512 1.30468
25 H 5.69858 1.14011 1.62415
26 H 2.94446 -0.89619 -0.97214
27 H 4.59702 -2.71772 -1.28237
28 H 5.27546 2.31997 -1.01391
29 H 5.57396 4.74956 -1.36447
30 H 4.07701 6.37631 -0.27437
31 H 2.24593 5.58374 1.22580
32 H -0.08501 4.29952 4.77054
33 H -1.38449 2.75092 6.28219
34 H -1.20399 0.29542 5.87960
35 H 0.20539 -0.52962 4.01016
36 C -3.94579 -4.14106 3.12551
37 C -3.92116 -3.33880 1.81947
38 C -5.15842 -2.44471 1.77220
39 C -3.96033 -4.29825 0.62337
40 C -2.63067 -2.52683 1.74593
41 C -2.62237 -1.13879 1.60253
42 C -1.41461 -0.47732 1.49059
43 Se -1.34878 1.41796 1.24305
44 C -1.47687 1.46091 -0.66081
45 C -2.69200 1.36589 -1.30743
46 C -2.72179 1.36527 -2.70379
47 C -1.51336 1.49943 -3.38042
48 C -0.26269 1.63501 -2.77172
49 C -0.29558 1.59193 -1.38420
50 O 0.86629 1.67701 -0.62913
51 C 0.97008 1.77947 -3.66688
52 C 0.73526 2.91830 -4.66812
53 C 2.26646 2.10230 -2.91900
54 C 1.15976 0.45768 -4.42088
55 C -4.01716 1.22677 -3.49787
56 C -5.23285 1.10310 -2.58230
57 C -4.19351 2.46217 -4.38861
58 C -3.92750 -0.03100 -4.37135
59 C -0.22150 -1.18619 1.55023
60 O 0.93044 -0.42030 1.33228
61 C -0.15343 -2.55383 1.76701
62 C -1.40423 -3.17775 1.82696
63 C 1.10991 -3.40413 1.92763
64 C 1.38672 -4.10882 0.59661
65 C 0.87643 -4.45212 3.02417
66 C 2.35101 -2.60381 2.34065
67 H -4.87923 -4.69619 3.19848
68 H -3.87509 -3.48658 3.99270
69 H -3.13407 -4.86255 3.17840
70 H -6.05281 -3.06240 1.83182
71 H -5.21761 -1.88030 0.84171
72 H -5.19080 -1.74490 2.60658
73 H -4.87796 -4.88164 0.64797
74 H -3.12488 -4.99504 0.63833
75 H -3.93031 -3.75263 -0.31902
76 H -3.54220 -0.57547 1.57474
77 H -3.60005 1.28497 -0.73149
78 H -1.53985 1.50078 -4.45938
79 H 0.68197 3.87964 -4.15930
80 H -0.17551 2.79617 -5.24907
81 H 1.56605 2.95402 -5.37070
82 H 2.17624 3.00235 -2.30963
83 H 3.04680 2.27925 -3.65849
84 H 2.60094 1.27968 -2.28423
85 H 0.32452 0.24610 -5.08568
86 H 1.25504 -0.37943 -3.72905
87 H 2.06296 0.50391 -5.02712
88 H -5.36147 1.98231 -1.95207
89 H -5.17334 0.22197 -1.94400
90 H -6.13127 1.00403 -3.18782
91 H -4.20995 3.37738 -3.79827
92 H -5.13465 2.39340 -4.93061
93 H -3.39763 2.54850 -5.12475
94 H -3.77410 -0.92284 -3.76411
95 H -3.11389 0.03307 -5.09083
96 H -4.85123 -0.15818 -4.93109
97 H -1.41375 -4.24963 1.95879
98 H 0.57121 -4.77502 0.32031
99 H 2.29463 -4.70382 0.67378
100 H 1.51928 -3.38795 -0.21143
101 H 0.07092 -5.14551 2.79619
102 H 0.65727 -3.98014 3.98108
103 H 1.78099 -5.04550 3.14251
104 H 2.72574 -1.96084 1.54693
105 H 3.14747 -3.30580 2.58478
106 H 2.16812 -1.99695 3.22914

---

No. 2
Density functional theory data (ωB97M-V/def2-TZVPD) for a structure of composition C45H54BI2N10Rb at a distorted geometry.

Results
LUMO level = 3.75 eV
Spin multiplicity = 1
Charge = -2
Energy above the lowest of the compared OMol25 structures with the same formula, charge and spin = 6.6 kcal per mole
E_HOMO = -1.071 eV

Geometry (Å):
1 Rb -0.57816 -0.20209 0.83912
2 C -1.25493 -0.95178 -6.02654
3 C -2.15549 -1.31652 -4.84543
4 C -1.39615 -1.55693 -3.57970
5 C -1.00020 -2.74508 -3.04542
6 C -1.23647 -4.12429 -3.57431
7 C -0.02215 -4.71937 -4.28877
8 C -0.26079 -2.41608 -1.82185
9 N -0.22252 -1.08767 -1.65696
10 C -0.88750 -0.51560 -2.68412
11 C -1.03278 0.86368 -2.86629
12 C -0.49750 1.91843 -2.10017
13 C -0.53023 3.32691 -2.48007
14 C -1.18321 3.88527 -3.70524
15 C -0.33120 3.73666 -4.96581
16 C 0.19484 3.99052 -1.53164
17 C 0.63929 2.97533 -0.57954
18 C 1.45290 3.22096 0.54817
19 C 1.98905 2.29715 1.44402
20 N 1.78712 0.96253 1.37958
21 C 2.47106 0.39770 2.38213
22 C 2.55767 -0.99445 2.62016
23 C 2.06430 -2.05203 1.83898
24 N 1.39380 -1.90002 0.68356
25 C 1.05429 -3.11986 0.23252
26 C 0.30515 -3.35776 -0.92920
27 C 1.56923 -4.15563 1.15281
28 C 2.20069 -3.48609 2.15646
29 C 2.92962 -3.95295 3.38528
30 C 3.16949 -5.44659 3.56108
31 C 1.40885 -5.62096 0.87039
32 C 2.44020 -6.13920 -0.13361
33 C 3.15160 1.43069 3.17425
34 C 2.85706 2.61571 2.58083
35 C 3.31223 3.98650 2.96611
36 C 4.47192 4.49182 2.10704
37 C 3.99565 1.19016 4.38369
38 C 5.43992 0.81266 4.05070
39 N 0.19493 1.76208 -0.95382
40 C 0.53241 5.44754 -1.47300
41 C 1.93868 5.75268 -1.99260
42 H -1.83465 -0.74780 -6.93151
43 H -0.55089 -1.75876 -6.24260
44 H -0.66015 -0.06565 -5.79616
45 H -2.74669 -2.20278 -5.09860
46 H -2.88169 -0.51286 -4.68683
47 H -2.09001 -4.11466 -4.26007
48 H -1.52492 -4.78702 -2.75064
49 H 0.25581 -4.10532 -5.14872
50 H -0.21978 -5.73529 -4.64283
51 H 0.84274 -4.74798 -3.62373
52 H -1.60040 1.15981 -3.74515
53 H -1.41669 4.94378 -3.54685
54 H -2.14687 3.38881 -3.86174
55 H 0.61567 4.27101 -4.85820
56 H -0.84105 4.12582 -5.85219
57 H -0.08730 2.68757 -5.14284
58 H 1.70139 4.26244 0.73627
59 H 3.10553 -1.28024 3.51371
60 H 0.13075 -4.39986 -1.18275
61 H 2.40114 -3.58045 4.27098
62 H 3.89788 -3.44079 3.41641
63 H 2.24406 -5.99000 3.75514
64 H 3.83367 -5.62506 4.41079
65 H 3.63391 -5.89368 2.68005
66 H 0.40571 -5.78962 0.46736
67 H 1.45681 -6.21430 1.78165
68 H 2.39626 -5.56396 -1.06005
69 H 2.27758 -7.19331 -0.37671
70 H 3.45332 -6.02942 0.26068
71 H 3.60399 3.99523 4.02108
72 H 2.47088 4.68363 2.89785
73 H 5.33946 3.83544 2.20792
74 H 4.77511 5.50543 2.38557
75 H 4.19692 4.49711 1.05053
76 H 3.54562 0.39794 4.99064
77 H 3.98813 2.08229 5.01847
78 H 5.46849 -0.07842 3.42027
79 H 6.02590 0.61385 4.95277
80 H 5.92735 1.61405 3.49066
81 H 0.44255 5.80730 -0.44256
82 H -0.19875 6.02234 -2.05150
83 H 2.68556 5.19514 -1.42464
84 H 2.17979 6.81754 -1.92377
85 H 2.03608 5.44520 -3.03624
86 C -3.86239 3.26925 -0.63941
87 C -2.70912 3.13479 0.13560
88 N -2.88149 2.23167 1.09304
89 N -4.15071 1.76290 0.97066
90 C -4.73940 2.36919 -0.07303
91 B -4.76770 0.44343 1.57279
92 N -4.60562 -0.70339 0.54534
93 C -5.43963 -0.98356 -0.47557
94 C -4.83265 -1.91930 -1.28652
95 C -3.59555 -2.15099 -0.65741
96 N -3.47100 -1.42472 0.44285
97 N -4.22433 0.06205 2.93995
98 C -4.95732 -0.16434 4.04991
99 C -4.11366 -0.61225 5.03989
100 C -2.85137 -0.62612 4.41753
101 N -2.92368 -0.22230 3.16151
102 H -4.01395 3.90470 -1.49491
103 H -1.75868 3.64079 0.07277
104 H -5.74304 2.08907 -0.35003
105 H -5.95933 0.66670 1.66546
106 H -6.40106 -0.49782 -0.53298
107 H -5.21878 -2.35986 -2.19067
108 H -2.78569 -2.79680 -0.96130
109 H -6.02000 0.01447 4.03413
110 H -4.36505 -0.87917 6.05244
111 H -1.89177 -0.88928 4.83709
112 I -1.42899 2.72293 3.16806
113 I 0.24121 3.21933 5.29811